Computed, not measured: a structure of composition C28H35BrN3O4TeTi, with ωB97M-V with the def2-TZVPD basis set.

ORCA input file:
```
! wB97M-V def2-TZVPD RIJCOSX def2/J DEFGRID3
* xyz 1 1
Ti -1.0571 2.8964 0.7948
O -5.9776 0.3097 0.8225
C -4.9386 1.0691 0.4446
C -5.0709 2.0918 -0.5122
C -3.9765 2.8481 -0.8423
N -2.7825 2.5901 -0.2851
C -2.6610 1.6507 0.6400
Br -0.2750 1.3704 2.7576
C -3.7104 0.8491 1.0528
H -6.7882 0.5887 0.3807
H -6.0269 2.3045 -0.9721
H -4.0301 3.6548 -1.5620
H -3.6040 0.1153 1.8403
N 0.8285 4.1770 1.8438
C 0.4325 5.1478 2.8890
C -0.6775 6.0822 2.3470
C -1.4570 5.1009 1.5359
O -1.2098 4.9411 0.3081
O -2.0408 4.1455 2.1382
H 1.4816 3.5069 2.2325
H 1.2809 4.6669 1.0775
H 1.2795 5.7318 3.2525
H 0.0209 4.5664 3.7131
H -0.2823 6.8761 1.7169
H -1.2484 6.4968 3.1737
C 2.6046 2.6274 -0.6697
C 1.4092 1.8092 -0.2967
O 1.7109 0.5772 0.1512
N 0.2008 2.1513 -0.4335
Te 0.0390 -0.5325 0.1336
C 0.7687 -2.2069 1.1880
C 1.7542 -2.2117 2.1760
C 2.5172 -1.0244 2.6797
C 2.0399 -3.4358 2.7825
C 1.3685 -4.6046 2.4693
C 1.7148 -5.9041 3.1300
C 0.3510 -4.5449 1.5219
C 0.0294 -3.3619 0.8744
C -1.0949 -3.3718 -0.1237
C 0.5443 -1.1121 -1.8202
C 1.7887 -1.6464 -2.1867
C 2.8924 -2.0076 -1.2336
C 1.9981 -1.8923 -3.5411
C 1.0332 -1.6414 -4.5096
C 1.2950 -1.9447 -5.9535
C -0.1869 -1.1144 -4.1059
C -0.4506 -0.8393 -2.7705
C -1.7721 -0.2178 -2.4022
H 3.3044 2.6934 0.1651
H 2.2886 3.6145 -0.9926
H 3.1319 2.1317 -1.4861
H 2.4280 -0.1437 2.0611
H 3.5735 -1.2820 2.7652
H 2.1617 -0.7608 3.6771
H 2.8126 -3.4629 3.5418
H 2.3082 -5.7494 4.0292
H 2.2913 -6.5368 2.4530
H 0.8148 -6.4533 3.4054
H -0.2132 -5.4383 1.2816
H -1.6420 -4.3107 -0.0514
H -0.7419 -3.2750 -1.1517
H -1.8367 -2.5829 0.0547
H 3.1324 -1.2015 -0.5438
H 3.7903 -2.2491 -1.7991
H 2.6301 -2.8800 -0.6352
H 2.9532 -2.3017 -3.8486
H 2.3545 -2.1111 -6.1382
H 0.9568 -1.1300 -6.5935
H 0.7578 -2.8448 -6.2578
H -0.9492 -0.8976 -4.8449
H -2.4116 -0.1542 -3.2806
H -1.6416 0.7935 -2.0074
H -2.3185 -0.7960 -1.6512
*
```

Calculated values
highest occupied orbital energy	-11.4	eV
electronic energy	-142713.067	eV
molecular weight	732.98	g mol⁻¹
LUMO	-3.08	eV
ΔE to the lowest compared entry with this formula, charge and spin	0.000	eV